100
Properties=species:S:1:pos:R:3:lowdin_charge:R:1 method="wB97M-V/def2-TZVPD" molar_mass_g_mol=589.26 charge=+1 orbital_gap_ha="0.31059 / 0.13717" lumo_ev="-2.250 / -6.969" spin_multiplicity=2
N 3.35 -8.82 24.47 0.34
H 3.24 -7.84 24.71 0.08
H 2.47 -9.28 24.29 0.08
H 3.94 -9.23 25.18 0.07
H 4.04 -8.86 23.74 0.09
Cl 6.12 -8.21 21.99 0.56
O 6.09 -9.65 22.09 -0.37
O 6.78 -7.89 20.82 -0.29
O 4.78 -7.76 22.00 -0.40
O 6.78 -7.70 23.13 -0.37
C -1.36 -10.72 22.98 -0.01
C -0.26 -9.63 22.94 -0.46
C -0.77 -8.31 22.30 -0.14
C -1.82 -7.50 23.13 -0.13
C -1.08 -7.16 24.49 -0.13
C -0.57 -8.38 25.26 -0.49
N 0.24 -9.23 24.32 -0.12
O 1.01 -10.21 24.93 -0.04
C 0.40 -7.82 26.34 -0.03
C -1.70 -9.10 25.99 -0.03
C 0.88 -10.08 22.04 -0.03
H -1.26 -11.60 22.35 0.09
H -2.36 -10.30 22.89 0.08
H -1.35 -11.23 23.95 0.07
H -0.02 -7.56 22.07 0.10
H -1.22 -8.54 21.34 0.13
H -2.77 -8.03 23.18 0.10
H -1.96 -6.57 22.58 0.10
H -1.68 -6.63 25.23 0.12
H -0.31 -6.47 24.16 0.08
H 0.90 -8.62 26.88 0.08
H 1.17 -7.22 25.86 0.05
H -0.20 -7.19 27.01 0.09
H -2.43 -9.61 25.36 0.08
H -1.32 -9.94 26.57 0.08
H -2.23 -8.52 26.75 0.09
H 0.47 -10.65 21.21 0.09
H 1.44 -10.85 22.58 0.08
H 1.52 -9.27 21.68 0.09
H 0.35 -10.89 25.06 0.10
C 7.43 -11.82 25.52 0.02
C 5.91 -11.89 26.01 -0.49
C 5.76 -13.04 27.02 -0.16
C 6.06 -12.66 28.47 -0.16
C 5.19 -11.45 28.79 -0.13
C 5.36 -10.17 27.96 -0.51
N 5.43 -10.61 26.56 -0.07
O 5.55 -9.48 25.65 -0.05
C 4.18 -9.23 28.23 -0.02
C 6.65 -9.48 28.40 -0.03
C 4.94 -12.31 24.94 -0.05
H 7.51 -11.26 24.59 0.08
H 7.82 -12.81 25.28 0.09
H 7.94 -11.41 26.40 0.07
H 4.72 -13.36 27.10 0.12
H 6.46 -13.84 26.77 0.12
H 7.11 -12.39 28.42 0.11
H 6.04 -13.56 29.08 0.12
H 5.50 -11.21 29.81 0.12
H 4.13 -11.65 28.92 0.12
H 4.16 -8.43 27.49 0.05
H 3.21 -9.73 28.25 0.08
H 4.24 -8.85 29.25 0.09
H 6.61 -9.20 29.45 0.09
H 7.63 -9.85 28.12 0.09
H 6.67 -8.57 27.81 0.07
H 3.90 -12.29 25.28 0.09
H 5.27 -13.27 24.57 0.10
H 5.11 -11.71 24.05 0.07
H 6.50 -9.40 25.65 0.10
C 2.08 -5.44 22.91 0.01
C 2.58 -4.41 24.00 -0.43
C 1.39 -3.49 24.40 -0.10
C 1.79 -2.53 25.56 -0.18
C 2.28 -3.31 26.75 -0.12
C 3.39 -4.37 26.47 -0.41
N 3.22 -5.05 25.16 0.11
O 4.06 -6.13 24.90 0.08
C 4.75 -3.62 26.56 0.02
C 3.26 -5.48 27.53 0.00
C 3.55 -3.48 23.29 0.01
H 1.23 -5.06 22.34 0.10
H 1.70 -6.25 23.53 0.06
H 2.83 -5.72 22.17 0.09
H 1.03 -2.84 23.60 0.14
H 0.53 -4.08 24.71 0.12
H 0.87 -2.02 25.84 0.13
H 2.46 -1.75 25.22 0.11
H 1.38 -3.83 27.08 0.12
H 2.52 -2.56 27.50 0.14
H 4.93 -3.33 27.59 0.11
H 5.61 -4.17 26.16 0.10
H 4.75 -2.71 25.96 0.08
H 2.25 -5.89 27.59 0.08
H 3.81 -6.36 27.19 0.06
H 3.47 -5.12 28.53 0.11
H 3.97 -2.78 24.01 0.08
H 3.20 -3.07 22.34 0.13
H 4.41 -4.07 22.97 0.10
H 4.86 -5.65 24.67 0.14